18
Properties=species:S:1:pos:R:3:forces:R:3:mulliken_charge:R:1 method="wB97M-V/def2-TZVPD" smiles="CC[NH2+]CC(N)=O" e_tot_ev=-9346.9030 orbital_gap_ev=11.51 relative_energy_kcal_mol=45.06 total_charge=+1
C 1.379 -0.428 -1.760 0.42 2.83 -1.14 -1.11
C 0.193 0.568 -1.803 0.80 -0.43 1.97 -0.47
N -0.508 0.825 -0.398 -1.45 -1.86 -2.62 -0.18
C -0.431 -0.373 0.507 4.19 1.49 0.64 -0.70
C -0.595 0.223 1.874 -0.47 -2.37 -0.01 0.52
N -0.900 -0.762 2.800 0.73 3.51 1.72 -0.38
O -0.303 1.400 1.984 -0.50 -0.74 1.41 -0.58
H 1.840 -0.146 -2.771 -0.28 -1.21 1.35 0.32
H 1.093 -1.426 -1.651 -0.36 -1.60 -0.26 0.40
H 2.136 -0.196 -0.987 -0.40 0.18 -0.40 0.38
H 0.638 1.460 -2.212 -0.57 0.85 0.41 0.42
H -0.614 0.260 -2.387 -0.95 -0.71 -1.34 0.34
H -0.031 1.610 -0.008 0.16 0.62 1.23 0.41
H -1.578 1.058 -0.460 2.61 -0.15 -0.26 0.38
H 0.681 -0.788 0.603 -2.08 1.20 -0.65 0.30
H -0.947 -1.229 0.226 -1.66 -0.99 -0.77 0.42
H -1.229 -1.717 2.686 0.20 0.64 -0.35 0.23
H -0.823 -0.340 3.755 -0.39 -1.24 -0.93 0.29


26
Properties=species:S:1:pos:R:3:forces:R:3:mulliken_charge:R:1 method="wB97M-V/def2-TZVPD" e_tot_ev=-29104.4124 orbital_gap_ev="7.53 / 7.50" relative_energy_kcal_mol=75.86 total_charge=0
C 2.346 1.071 0.118 -1.81 0.20 0.54 -0.67
C 0.506 -2.808 -1.167 -2.11 -0.50 -0.60 -0.99
C -0.267 -1.961 1.826 -0.40 2.09 -1.40 -1.22
C 1.680 2.444 -0.098 0.77 0.41 -1.19 -0.11
C 0.552 2.528 -1.092 -0.35 1.78 1.53 -1.17
Si -3.059 1.457 0.428 2.85 -1.07 1.95 0.38
Si -0.942 -2.167 -0.033 1.10 -0.38 1.74 0.42
Si -1.710 0.039 -0.818 0.60 -0.76 -0.85 0.10
H 2.679 0.782 -0.866 0.65 -0.56 -0.07 0.26
H 3.127 1.060 0.926 -0.72 0.04 -1.02 0.32
H 1.475 0.420 0.387 1.00 -0.04 0.00 -0.05
H 0.012 -2.888 -2.202 1.20 0.23 1.19 0.26
H 1.443 -2.280 -1.134 0.06 0.61 -0.30 0.32
H 0.743 -3.833 -0.856 -0.24 0.08 0.01 0.33
H -0.364 -2.798 2.453 -0.81 -1.19 0.74 0.42
H 0.785 -1.806 1.839 1.29 0.13 -0.55 0.35
H -0.586 -1.025 2.342 -0.42 -0.77 -0.29 0.31
H 1.188 2.789 0.786 0.55 0.66 1.06 0.24
H 2.527 3.118 -0.490 -1.28 -0.27 0.88 0.27
H 0.606 2.116 -2.017 0.47 -1.78 -2.61 0.56
H 0.017 3.509 -1.221 0.37 -0.99 0.85 0.32
H -4.450 1.494 0.292 -1.60 0.85 -0.65 -0.14
H -2.065 2.494 0.973 -1.16 0.16 -0.81 -0.08
H -3.027 0.668 1.712 0.00 -0.13 -0.19 -0.14
H -1.808 -3.427 0.229 0.03 1.03 -0.72 -0.18
H -1.865 -0.039 -2.341 -0.03 0.16 0.76 -0.10


30
Properties=species:S:1:pos:R:3:forces:R:3:mulliken_charge:R:1 method="wB97M-V/def2-TZVPD" smiles=CCc1c[nH]cn1.Cc1ccccc1 e_tot_ev=-15683.9087 orbital_gap_ev=9.54 relative_energy_kcal_mol=4.38 total_charge=0
C 3.381 -0.807 0.250 -0.12 -0.35 -0.40 -1.24
C 2.268 -0.897 1.289 0.05 0.00 -0.04 -0.26
C 1.329 -2.039 1.033 0.00 -0.04 0.27 0.50
C 0.676 -2.832 1.934 -0.59 -0.12 0.01 -0.73
N -0.084 -3.705 1.184 -0.06 0.00 0.60 -0.06
C 0.137 -3.416 -0.112 -0.02 -0.63 -0.19 -0.29
N 0.984 -2.438 -0.234 0.36 0.42 -0.50 -0.52
H 3.873 0.163 0.238 0.08 -0.02 0.17 0.36
H 2.984 -0.996 -0.747 -0.15 0.20 -0.02 0.34
H 4.114 -1.602 0.391 0.17 0.09 0.20 0.32
H 2.701 -1.034 2.281 -0.05 0.11 0.09 0.33
H 1.711 0.046 1.310 -0.05 -0.07 -0.02 0.23
H 0.518 -2.830 2.997 0.45 0.16 0.13 0.42
H -0.673 -4.414 1.590 -0.01 0.01 -0.30 0.17
H -0.270 -4.016 -0.916 -0.06 0.21 0.05 0.44
C -1.677 3.773 -2.245 0.04 -0.58 -0.16 -1.34
C -1.663 2.572 -1.328 0.14 0.00 0.31 0.61
C -0.697 1.580 -1.471 0.45 -0.02 0.15 -0.58
C -0.615 0.507 -0.584 -0.33 0.46 -0.22 -0.25
C -1.488 0.464 0.496 0.43 -0.43 0.30 -0.18
C -2.434 1.461 0.684 0.07 -0.12 0.07 -0.73
C -2.528 2.483 -0.236 -0.39 0.60 -0.69 -0.37
H -1.475 3.457 -3.270 0.13 0.08 0.03 0.35
H -0.891 4.463 -1.934 -0.16 0.17 -0.10 0.28
H -2.648 4.264 -2.265 0.03 0.15 0.22 0.38
H 0.095 1.691 -2.211 -0.35 -0.10 -0.18 0.32
H 0.118 -0.274 -0.746 -0.03 0.08 0.11 0.49
H -1.360 -0.333 1.226 -0.20 0.05 -0.09 0.33
H -3.080 1.463 1.552 -0.05 -0.12 -0.02 0.37
H -3.306 3.246 -0.157 0.22 -0.18 0.23 0.31


87
Properties=species:S:1:pos:R:3:forces:R:3:mulliken_charge:R:1 method="wB97M-V/def2-TZVPD" e_tot_ev=-76107.1167 orbital_gap_ev=5.95 relative_energy_kcal_mol=0.00 total_charge=+1
Ti -0.027 0.005 0.177 -0.51 -0.33 0.74 -2.38
C 1.683 2.410 -1.502 0.08 -0.03 0.02 1.02
C 1.535 1.724 -2.859 -0.02 -0.01 -0.04 -1.21
C 0.751 0.401 -2.832 0.03 -0.01 -0.02 -0.75
N 1.012 -0.386 -1.622 0.04 0.00 -0.19 1.23
C 1.768 -1.461 -1.625 -0.13 -0.26 -0.02 1.05
C 2.370 -2.026 -2.787 0.12 0.20 -0.02 -1.19
C 3.323 -2.998 -2.934 0.02 0.00 0.02 -0.60
C 4.006 -3.752 -1.968 -0.03 0.01 -0.02 -0.73
C 3.728 -3.769 -0.629 -0.01 -0.03 0.02 -0.83
C 2.715 -3.099 0.071 -0.10 -0.10 -0.01 -0.30
C 1.785 -2.159 -0.330 0.02 -0.07 0.02 0.97
N 0.797 -1.742 0.518 0.01 -0.05 -0.27 0.46
C 0.147 -2.757 1.353 0.01 0.11 0.05 -1.15
C -1.239 -3.140 0.781 0.02 -0.06 0.01 -0.50
C -1.534 -2.572 -0.600 -0.01 0.05 0.00 -1.56
N -1.555 -1.110 -0.606 0.13 0.06 -0.06 1.17
C -2.348 -0.467 -1.448 -0.03 0.22 -0.16 0.69
C -3.064 -1.101 -2.489 -0.03 -0.10 0.15 -0.88
C -4.126 -0.663 -3.255 -0.02 -0.01 -0.02 -0.60
C -4.819 0.538 -3.208 0.01 -0.01 0.00 -0.65
C -4.466 1.634 -2.448 -0.02 0.01 0.03 -0.69
C -3.335 1.845 -1.670 0.06 -0.02 0.00 -0.55
C -2.266 0.995 -1.339 -0.03 0.08 0.07 0.63
N -1.114 1.451 -0.821 -0.04 -0.09 -0.28 1.22
C -0.866 2.884 -1.006 -0.01 0.00 0.03 -1.67
C 0.595 3.342 -0.975 -0.02 0.05 0.02 -1.25
H 2.611 2.988 -1.506 -0.03 0.03 -0.03 0.59
H 1.877 1.619 -0.781 -0.03 0.00 -0.02 -1.33
H 2.541 1.510 -3.228 0.00 -0.01 0.01 0.43
H 1.073 2.382 -3.599 0.00 0.01 0.01 0.41
H 0.970 -0.154 -3.741 0.02 0.01 0.01 0.79
H -0.317 0.596 -2.862 0.00 0.02 0.02 -0.22
H 2.057 -1.580 -3.720 -0.02 -0.02 0.00 0.35
H 3.613 -3.187 -3.961 0.01 -0.01 0.00 0.41
H 4.798 -4.398 -2.323 0.00 0.00 -0.01 0.41
H 4.344 -4.419 -0.018 0.01 0.00 0.00 0.39
H 2.669 -3.346 1.124 0.00 -0.01 0.00 0.43
H 0.051 -2.389 2.373 -0.02 0.02 -0.02 0.26
H 0.769 -3.649 1.387 -0.02 -0.02 0.05 0.75
H -2.030 -2.823 1.455 -0.02 0.01 0.04 -0.03
H -1.308 -4.227 0.718 0.02 0.01 -0.05 0.58
H -2.513 -2.950 -0.901 0.00 0.00 0.03 0.81
H -0.806 -2.929 -1.340 0.00 -0.01 0.01 0.29
H -2.748 -2.114 -2.696 0.01 0.01 -0.01 0.49
H -4.493 -1.393 -3.968 0.00 0.01 0.00 0.41
H -5.700 0.626 -3.830 0.00 0.00 0.00 0.39
H -5.134 2.486 -2.505 -0.01 -0.01 0.00 0.41
H -3.265 2.838 -1.247 0.01 0.01 -0.01 0.46
H -1.415 3.460 -0.251 0.01 0.02 -0.03 0.25
H -1.292 3.165 -1.975 0.02 -0.02 -0.02 0.93
H 0.872 3.622 0.044 -0.01 -0.03 0.00 0.26
H 0.622 4.274 -1.545 0.00 0.01 0.01 0.46
C -4.375 -2.025 3.341 -0.06 0.02 -0.03 -0.60
C -3.166 -2.006 4.020 0.05 -0.02 0.04 -1.04
C -2.107 -1.249 3.540 -0.01 -0.05 -0.02 0.29
C -2.245 -0.516 2.366 -0.16 0.03 -0.05 -0.99
C -3.476 -0.496 1.716 0.09 -0.02 0.03 0.39
C -4.532 -1.257 2.194 0.02 -0.01 0.03 -1.05
N -1.139 0.231 1.869 0.53 -0.02 -0.11 1.33
C -0.897 1.412 2.541 -0.24 0.00 0.02 0.24
C -1.831 2.014 3.413 0.03 0.01 -0.02 -0.61
C -1.549 3.214 4.022 -0.03 -0.01 0.00 -0.88
C -0.336 3.876 3.803 0.06 0.02 -0.02 -0.94
C 0.600 3.301 2.979 -0.14 0.06 0.03 -0.45
C 0.317 2.082 2.354 0.36 -0.01 -0.06 0.92
N 1.276 1.410 1.544 -0.25 0.23 0.14 1.63
N 2.434 1.835 1.703 0.04 -0.16 -0.02 -1.53
C 3.510 1.245 0.999 0.00 0.08 0.09 0.31
C 4.712 1.931 1.126 0.01 -0.07 -0.06 -0.60
C 5.822 1.424 0.470 -0.01 0.01 0.02 -0.65
C 5.679 0.255 -0.259 0.00 -0.01 -0.01 -0.94
C 4.433 -0.360 -0.300 0.06 0.06 -0.03 0.00
N 3.358 0.121 0.314 0.09 0.05 0.00 0.28
H -5.198 -2.619 3.715 0.00 -0.01 -0.01 0.42
H -3.046 -2.582 4.928 0.00 0.00 0.00 0.41
H -1.162 -1.226 4.070 0.01 0.01 0.00 0.48
H -3.601 0.128 0.841 -0.02 0.00 -0.03 0.43
H -5.482 -1.243 1.676 0.00 0.00 0.00 0.47
H -2.775 1.523 3.594 0.00 0.01 0.01 0.57
H -2.288 3.656 4.677 0.00 0.00 0.00 0.42
H -0.137 4.827 4.278 0.00 0.00 0.00 0.41
H 1.550 3.779 2.794 0.01 -0.01 0.00 0.49
H 4.751 2.829 1.725 -0.01 0.01 0.00 0.53
H 6.777 1.926 0.535 0.00 0.00 0.00 0.42
H 6.514 -0.187 -0.784 0.01 0.01 0.00 0.47
H 4.304 -1.284 -0.854 0.08 0.13 0.03 0.07


15
Properties=species:S:1:pos:R:3:forces:R:3:mulliken_charge:R:1 method="wB97M-V/def2-TZVPD" smiles="C=C(O)NC(=S)SC" e_tot_ev=-29467.7470 orbital_gap_ev=8.59 relative_energy_kcal_mol=47.12 total_charge=0
C 2.052 0.124 -1.058 -0.27 -1.90 2.93 -0.96
C 1.428 -0.808 -0.260 3.34 1.08 -0.76 0.66
O 2.071 -1.461 0.758 -3.39 -1.29 -0.32 -0.48
N 0.182 -1.351 -0.334 -0.14 1.52 -1.00 -0.28
C -0.943 -0.566 -0.331 -0.77 -1.04 0.45 0.18
S -2.333 -1.309 0.141 -0.28 -0.40 -0.28 -0.36
S -0.902 1.188 -0.599 0.41 -1.08 -0.01 0.03
C -2.167 1.497 0.624 0.50 4.96 -0.40 -0.90
H 3.029 0.577 -0.763 -1.09 -0.54 -0.56 0.19
H 1.525 0.294 -1.934 -0.49 1.04 -1.59 0.39
H 2.850 -1.037 0.911 3.70 1.63 0.70 0.27
H 0.149 -2.218 0.171 -0.68 -0.38 -0.02 0.30
H -1.776 2.530 1.051 -0.93 -1.67 -0.77 0.28
H -1.985 0.826 1.401 -0.62 -1.03 1.11 0.41
H -3.182 1.716 0.222 0.75 -0.89 0.53 0.27


44
Properties=species:S:1:pos:R:3:forces:R:3:mulliken_charge:R:1 method="wB97M-V/def2-TZVPD" smiles="CN(CCC#N)C(=O)COC(=O)C1c2ccccc2Oc2ccccc21" e_tot_ev=-32202.8171 orbital_gap_ev=9.09 relative_energy_kcal_mol=23.62 total_charge=0
C 0.433 -1.093 -2.544 -0.04 0.38 0.01 -1.07
N 0.308 -2.509 -2.289 -0.06 -0.13 -0.37 0.14
C -0.157 -3.337 -3.385 -0.03 -0.33 0.11 -1.02
C 1.005 -4.016 -4.133 -0.55 -0.44 0.40 -0.49
C 1.837 -3.059 -4.812 0.20 0.10 -0.16 0.37
N 2.479 -2.283 -5.354 0.32 0.41 -0.25 -0.45
C 0.613 -3.144 -1.138 -0.03 0.36 0.34 0.84
O 0.583 -4.357 -1.049 0.07 -0.35 0.12 -0.67
C 0.994 -2.290 0.070 0.54 -0.24 0.06 -0.90
O -0.061 -1.401 0.428 -0.35 -0.43 -0.10 -0.24
C 0.224 -0.102 0.561 0.11 0.39 -0.12 0.33
O 1.297 0.385 0.327 -0.10 0.01 0.07 -0.64
C -0.992 0.659 1.079 0.29 -0.04 -0.07 1.18
C -1.105 1.970 0.352 0.09 0.04 0.32 -0.40
C -1.672 2.039 -0.912 0.01 0.17 0.01 -0.29
C -1.701 3.230 -1.614 -0.06 -0.11 -0.13 -0.99
C -1.153 4.371 -1.051 0.03 -0.01 0.06 -0.41
C -0.601 4.325 0.213 0.10 -0.13 0.22 -0.79
C -0.577 3.126 0.921 -0.37 -0.02 -0.54 0.53
O -0.047 3.165 2.175 0.21 0.11 0.03 -0.49
C -0.226 2.090 2.994 -0.19 -0.45 0.39 0.53
C 0.094 2.263 4.338 0.02 0.10 -0.26 -0.78
C -0.084 1.225 5.230 0.01 0.04 -0.05 -0.41
C -0.595 0.012 4.796 -0.03 -0.17 0.00 -0.88
C -0.910 -0.161 3.462 0.03 0.10 0.16 -0.32
C -0.729 0.869 2.550 -0.09 0.30 -0.11 -0.34
H 1.133 -0.623 -1.860 0.01 0.00 0.00 0.37
H 0.811 -0.945 -3.556 0.00 0.04 0.08 0.48
H -0.536 -0.593 -2.454 0.03 0.05 -0.01 0.22
H -0.745 -2.719 -4.066 0.04 -0.05 0.05 0.46
H -0.789 -4.125 -2.967 0.05 0.12 -0.15 0.46
H 0.605 -4.715 -4.872 0.05 -0.02 0.07 0.36
H 1.609 -4.575 -3.413 -0.11 -0.02 -0.08 0.28
H 1.155 -2.973 0.909 -0.05 0.11 -0.22 0.31
H 1.912 -1.719 -0.115 -0.16 -0.12 0.02 0.50
H -1.875 0.030 0.926 0.08 0.13 0.04 0.71
H -2.094 1.143 -1.345 -0.05 -0.10 -0.04 0.47
H -2.142 3.266 -2.598 -0.04 0.01 -0.08 0.41
H -1.163 5.302 -1.597 0.00 0.09 -0.03 0.39
H -0.180 5.204 0.676 0.04 0.11 0.06 0.47
H 0.483 3.218 4.654 0.04 0.12 0.04 0.47
H 0.174 1.364 6.269 0.02 0.03 0.09 0.39
H -0.739 -0.799 5.494 -0.02 -0.07 0.07 0.41
H -1.296 -1.107 3.110 -0.05 -0.10 -0.04 0.51